(1)
Formula: C5H11NO
Source: OMol25
Level of theory: ωB97M-V/def2-TZVPD

Geometry as XYZ:
```
18
Properties=species:S:1:pos:R:3:forces:R:3:nbo_charge:R:1
C 0.517 -2.663 -0.333 0.61 0.96 0.18 -0.523
C 0.544 -1.319 -0.422 -1.04 -0.61 -0.22 0.017
N -0.658 -0.635 -0.662 0.23 0.24 -1.15 -0.607
C -0.584 0.671 -1.317 -0.83 0.54 -0.04 -0.272
C 0.426 2.862 -0.739 -0.01 -0.66 0.62 -0.398
C -0.142 1.723 -0.316 -0.90 0.47 -1.14 -0.187
H -0.340 -3.176 -0.750 -0.18 -0.20 0.53 0.187
H 1.269 -3.203 0.224 0.27 -0.17 -0.62 0.208
H 1.401 -0.657 -0.375 0.14 -0.23 0.79 0.202
H -1.300 -1.232 -1.170 -0.18 -0.07 0.31 0.369
H -1.582 0.904 -1.731 0.15 -0.14 0.34 0.206
H 0.077 0.698 -2.183 0.24 -0.16 -0.04 0.181
H 1.110 3.424 -0.124 -0.72 0.73 0.47 0.205
H 0.246 3.222 -1.745 0.86 -0.49 -0.45 0.190
H -0.581 1.546 0.665 1.36 -0.20 0.45 0.220
H -0.872 -0.517 3.547 -0.47 0.08 -0.12 0.466
H 0.424 -1.263 3.659 0.10 0.15 0.01 0.468
O 0.045 -0.383 3.772 0.37 -0.23 0.07 -0.934
```
Positions in Å, forces in eV/Å.

Energy, Ha: -327.00947
LUMO, eV: 0.951
SMILES: C=CCNC=C.O
HOMO, eV: -8.22
Strongest force on any atom, eV/A: 1.5


(2)
Formula: C27H73N3O11
Source: OMol25
Level of theory: ωB97M-V/def2-TZVPD

Geometry as XYZ:
```
114
Properties=species:S:1:pos:R:3:forces:R:3:mulliken_charge:R:1
C 7.836 10.083 19.861 0.18 -0.19 1.42 -0.667
O 8.199 9.961 18.523 0.13 -0.14 0.15 -0.414
C 9.247 10.809 18.206 1.06 1.10 -0.54 -0.567
C 10.186 10.124 17.248 0.56 1.68 -0.24 0.407
N 10.716 8.922 17.800 0.53 -1.01 0.03 -0.349
C 11.377 8.161 16.748 0.79 0.33 -0.84 -0.412
C 11.907 6.833 17.224 -0.96 -0.71 -0.45 -0.866
O 10.823 5.901 17.486 0.03 0.16 1.69 -0.378
C 10.845 5.361 18.852 1.09 1.06 -0.69 -0.609
H 7.395 11.096 20.125 0.24 -1.19 -0.36 0.277
H 8.705 9.896 20.588 -0.87 0.34 -1.06 0.252
H 7.166 9.234 19.966 -0.56 0.39 0.66 0.304
H 9.839 11.114 19.089 -0.30 -0.17 -0.10 0.229
H 8.866 11.737 17.752 0.07 -0.06 0.06 0.293
H 11.006 10.845 16.996 -0.50 -0.56 0.41 -0.506
H 9.740 9.934 16.292 -0.83 -0.13 -0.76 0.458
H 9.938 8.348 18.112 -0.04 0.10 0.21 0.363
H 12.228 8.750 16.333 -0.23 -0.22 0.59 0.232
H 10.747 8.044 15.854 -0.33 -0.27 0.18 0.476
H 12.502 7.035 18.102 0.30 -0.29 0.42 0.391
H 12.492 6.342 16.443 0.30 0.31 0.09 0.389
H 11.735 4.709 18.958 -0.46 0.18 0.06 0.293
H 9.942 4.803 19.072 -0.15 -0.04 -0.40 0.259
H 10.932 6.188 19.598 -0.08 -0.48 -0.52 0.228
C 16.452 13.081 14.674 0.08 -0.04 -1.33 -0.567
O 16.416 13.636 15.926 0.29 0.85 1.04 -0.415
C 15.824 14.918 16.103 -0.27 -1.38 -0.53 1.180
C 16.374 15.463 17.378 0.16 1.55 -0.58 -1.229
N 15.370 16.338 17.912 -1.06 1.73 1.65 -0.062
C 14.317 15.649 18.698 0.27 0.87 -0.72 0.042
C 14.682 15.137 20.061 2.57 -1.00 0.32 -0.538
O 13.487 14.845 20.648 -1.55 -1.46 1.60 -0.207
C 13.637 13.955 21.762 -2.01 1.11 0.70 -0.944
H 16.794 13.733 13.837 0.36 0.08 0.72 0.332
H 15.471 12.779 14.303 -0.25 -0.50 0.25 0.051
H 17.141 12.252 14.815 -0.18 -0.32 -0.65 0.280
H 14.728 14.786 16.153 0.42 0.32 0.08 -0.968
H 16.046 15.554 15.275 0.20 0.56 -0.81 0.569
H 17.339 15.999 17.292 -0.49 -0.26 -0.30 0.294
H 16.538 14.643 17.992 0.52 -1.72 1.45 0.486
H 15.726 17.176 18.431 -0.26 -1.33 -0.59 0.396
H 13.904 14.822 18.097 0.14 0.36 0.19 -0.556
H 13.492 16.347 18.911 0.25 -0.04 -0.43 0.418
H 15.235 15.869 20.712 -0.09 -0.30 -0.74 0.262
H 15.303 14.162 20.032 -0.48 1.43 -0.20 0.302
H 14.078 14.450 22.621 0.08 0.50 0.18 0.358
H 14.284 13.147 21.565 0.63 -1.24 -0.74 0.400
H 12.619 13.599 22.084 0.99 0.31 -0.59 0.270
C 9.216 13.259 15.254 1.27 1.04 -0.44 -0.801
O 10.437 12.638 14.749 -2.12 0.47 0.24 0.179
C 10.108 11.820 13.642 0.34 0.05 0.05 -0.914
C 11.347 11.477 12.882 -0.44 0.87 -2.09 -1.050
N 11.733 12.465 11.827 -1.12 -0.60 2.30 -0.329
C 12.501 13.597 12.281 0.66 -0.45 -0.10 0.841
C 12.835 14.461 11.078 -1.61 2.23 0.36 -0.748
O 13.869 13.943 10.308 0.20 -0.64 -0.32 -0.349
C 14.450 14.941 9.507 -0.04 0.23 -0.75 -0.702
H 8.849 13.997 14.511 0.35 -0.13 0.38 0.330
H 9.517 13.759 16.185 -0.35 -0.07 -0.25 -0.041
H 8.373 12.608 15.425 0.06 -0.83 0.20 0.371
H 9.445 12.260 12.911 -0.42 0.88 -0.02 0.461
H 9.570 10.929 13.970 0.18 -0.33 0.37 0.525
H 11.049 10.594 12.380 0.06 -1.15 -0.84 0.605
H 12.119 11.205 13.546 1.29 -0.14 0.83 0.259
H 11.902 12.110 10.916 0.55 -0.38 -0.36 0.266
H 13.461 13.314 12.783 -0.33 0.04 -0.35 -0.408
H 11.919 14.085 13.077 0.16 0.39 -0.52 0.024
H 13.045 15.527 11.386 0.32 -0.91 0.12 0.358
H 11.908 14.626 10.451 0.61 -0.53 0.39 0.296
H 13.699 15.501 8.882 0.47 -0.63 0.39 0.290
H 15.227 14.496 8.841 -0.66 0.24 0.61 0.251
H 14.889 15.659 10.190 0.43 0.43 -0.08 0.299
C 13.117 12.701 16.094 0.45 0.33 -0.19 0.868
O 12.644 14.093 16.158 -0.57 -2.06 -0.65 0.278
H 13.364 12.331 15.081 -0.09 0.72 0.12 -0.466
H 14.010 12.550 16.701 -0.11 0.40 0.11 0.504
H 12.358 12.024 16.438 -0.33 -0.08 0.44 -0.854
H 11.733 13.953 15.809 0.77 0.63 0.20 -0.102
C 13.291 9.944 20.138 0.52 0.82 -0.72 -0.681
O 13.016 10.580 18.854 -0.02 -1.18 1.20 -0.388
H 13.413 10.735 20.868 -0.67 0.10 0.47 0.143
H 12.575 9.166 20.400 -0.37 0.37 0.09 0.273
H 14.257 9.465 20.179 0.55 -0.35 -0.63 0.300
H 12.217 10.102 18.582 -0.03 0.10 -0.36 0.229
C 10.724 14.874 19.080 -0.83 -1.78 -0.11 -0.007
O 11.194 13.546 19.463 -3.87 0.63 -0.46 -0.406
H 9.764 14.658 18.563 0.51 0.51 0.18 0.257
H 10.487 15.476 19.974 0.46 0.04 -0.45 0.251
H 11.440 15.292 18.365 -0.32 0.35 0.37 -0.215
H 12.091 13.641 19.519 3.79 0.13 0.44 0.105
C 13.142 17.168 14.394 0.01 2.03 -0.03 -1.093
C 13.018 18.170 15.578 -0.90 -0.24 -1.37 0.284
C 12.040 17.640 16.581 -0.34 -0.33 2.28 -0.544
O 14.256 18.444 16.180 0.32 -0.60 0.15 -0.693
H 13.768 17.562 13.625 1.02 0.53 -0.36 0.454
H 12.259 16.989 13.817 -1.18 -0.23 0.26 0.499
H 13.560 16.264 14.707 0.51 -1.60 0.67 -0.087
H 12.607 19.136 15.215 0.44 -0.41 0.00 0.388
H 10.996 17.509 16.236 0.57 0.23 -0.02 0.424
H 12.064 18.337 17.472 -0.35 -0.55 -0.85 0.232
H 12.366 16.658 17.015 -0.15 0.64 -0.69 -0.568
H 14.546 17.609 16.627 0.02 0.52 -0.14 0.360
C 7.556 19.161 16.698 1.10 -0.88 1.41 -1.033
C 7.384 18.805 18.206 2.16 2.28 0.80 0.489
C 5.983 18.854 18.683 -2.91 -0.71 -0.14 -1.269
O 8.070 17.604 18.621 -0.25 0.12 -0.48 -0.462
H 6.926 20.049 16.507 0.50 -0.48 -0.25 0.393
H 7.264 18.270 16.113 0.09 0.64 -0.05 0.306
H 8.673 19.360 16.605 -1.52 -0.08 -0.50 0.136
H 7.941 19.652 18.753 -0.80 -0.91 -0.67 0.184
H 5.854 18.346 19.675 0.20 0.95 -0.67 0.305
H 5.282 18.284 18.014 0.77 0.01 0.30 0.304
H 5.486 19.870 18.609 1.02 -0.87 0.60 0.335
H 8.704 17.844 19.312 -0.32 -0.11 -0.37 0.317
```
Positions in Å, forces in eV/Å.

Energy, Ha: -2064.14545
LUMO, eV: 0.684
SMILES: COCCNCCOC.COCCNCCOC.COCCNCCOC.CC(C)O.CC(C)O.CO.CO.CO
HOMO, eV: -8.47
Strongest force on any atom, eV/A: 3.9


(3)
Formula: C2H4ClFN2
Source: OMol25
Level of theory: ωB97M-V/def2-TZVPD

Geometry as XYZ:
```
10
Properties=species:S:1:pos:R:3:forces:R:3:nbo_charge:R:1
C 0.193 -0.090 0.958 -0.43 -0.49 -0.24 -0.098
C -1.077 0.508 0.344 0.91 -0.86 0.54 0.161
H 0.610 0.061 -1.420 0.12 -0.20 -0.37 0.359
H 2.159 -0.637 -1.371 -0.78 -0.15 0.43 0.372
H 0.259 -0.269 2.014 -0.43 0.40 0.48 0.202
H -1.666 1.039 1.088 0.04 0.13 -0.17 0.198
N 1.208 -0.631 -0.980 0.66 0.50 -1.56 -0.607
N 1.199 -0.574 0.341 -0.04 0.02 0.91 -0.170
F -0.695 1.366 -0.659 -0.55 0.10 -0.11 -0.348
Cl -2.191 -0.774 -0.314 0.51 0.56 0.10 -0.069
```
Positions in Å, forces in eV/Å.

Energy, Ha: -748.12684
LUMO, eV: 0.853
SMILES: N/N=C\[C@@H](F)Cl
HOMO, eV: -9.34
Strongest force on any atom, eV/A: 1.8


Q: Among the records above, which one has the highest energy?
A: C5H11NO